20
Properties=species:S:1:pos:R:3:forces:R:3 method="wB97M-V/def2-TZVPD" homo_lumo_gap_ha=0.405 homo_ev=-13.9 spin_multiplicity=1 total_charge=+1 de_lowest_kcal_mol=36.5 largest_force_ev_per_a=2.78
C 0.5599 0.3121 -1.9851 -0.027 0.307 0.403
O 1.9226 0.2874 -2.3399 0.112 -0.621 0.051
C 0.3296 -0.1466 -0.5582 1.202 1.142 0.583
C -1.0467 0.0628 -0.0281 -2.597 -0.214 -0.976
C -1.5444 -0.7041 1.1956 0.937 1.315 0.936
N -0.5291 -0.5064 2.2752 0.105 -0.402 -0.231
N 1.2350 0.7898 0.2648 0.090 -0.064 0.395
H 0.2933 1.3718 -1.9883 -0.419 -0.080 -0.510
H -0.0621 -0.2909 -2.6267 -0.283 0.077 -0.494
H 2.1366 -0.5875 -2.7008 0.096 0.358 0.056
H 0.7547 -1.1310 -0.3808 -0.182 -0.242 -0.015
H -1.3177 1.1170 0.1210 0.924 0.146 0.384
H -1.8065 -0.0757 -0.8141 0.418 -0.689 -0.288
H -2.4330 -0.1467 1.4797 -0.293 -0.401 0.166
H -1.7913 -1.7542 1.0752 0.035 -0.037 -0.404
H -0.9388 -0.2905 3.1814 0.017 -0.119 -0.282
H -0.0134 -1.3742 2.3833 -0.062 0.063 0.295
H 1.2798 0.4105 1.2139 0.155 -0.093 0.223
H 0.8214 1.7127 0.4004 -0.293 -0.013 -0.275
H 2.1501 0.9438 -0.1682 0.065 -0.431 -0.019

---

19
Properties=species:S:1:pos:R:3:forces:R:3 method="wB97M-V/def2-TZVPD" homo_lumo_gap_ha=0.397 homo_ev=-9.7 spin_multiplicity=1 de_lowest_kcal_mol=13.6 largest_force_ev_per_a=0.21
C -0.5056 -2.0044 0.3188 -0.077 0.068 -0.063
C 0.7484 -1.1653 0.1842 0.039 -0.110 0.036
C 1.0957 0.0349 -0.6794 0.118 0.082 -0.092
C 0.1450 0.9943 -1.3723 -0.003 -0.025 -0.031
C -0.9975 1.2517 -0.3791 -0.084 -0.040 -0.005
C -0.3975 0.9793 1.0238 0.008 0.019 0.066
C 0.8954 0.1925 0.8089 0.071 0.065 0.169
H -0.5392 -2.8077 -0.4249 0.003 0.158 0.038
H -0.4948 -2.4797 1.3092 -0.045 0.076 -0.186
H -1.4348 -1.4332 0.2444 0.147 -0.030 -0.053
H 1.6368 -1.7854 0.3103 -0.118 0.115 -0.002
H 2.1039 0.0026 -1.0864 -0.118 0.040 0.113
H 0.7200 1.9210 -1.5080 -0.119 -0.121 -0.082
H -0.2017 0.6879 -2.3651 -0.004 -0.077 0.165
H -1.3815 2.2748 -0.4615 0.039 -0.187 0.011
H -1.8407 0.5852 -0.5895 0.142 0.046 0.085
H -1.1092 0.4326 1.6551 0.123 0.112 -0.038
H -0.1745 1.9181 1.5408 0.010 -0.100 -0.088
H 1.7318 0.4008 1.4705 -0.130 -0.091 -0.043

---

29
Properties=species:S:1:pos:R:3:forces:R:3 method="wB97M-V/def2-TZVPD" homo_lumo_gap_ha="0.314 / 0.226" homo_ev="-8.0 / -9.4" spin_multiplicity=3 largest_force_ev_per_a=4.76
C -0.6526 3.3428 0.3653 4.443 0.287 1.693
C 2.8465 -2.3933 0.3385 0.664 1.828 -2.396
C -2.4465 -2.2649 -0.1238 1.851 0.916 -2.128
C -2.7778 -0.1335 -0.9993 -0.664 1.690 1.612
C 0.7076 2.7470 -0.2068 -0.675 -0.034 0.526
C 2.8150 -0.9397 0.8033 0.202 -0.082 2.246
N -2.5093 -0.8739 0.2661 -2.776 -0.196 -3.163
O -0.0801 -0.9541 -1.0313 0.355 -0.155 -0.179
O 0.2430 0.2235 1.2746 -0.153 -0.063 -0.803
O 0.5404 1.4835 -0.9022 -0.682 0.286 -0.122
O 2.2154 -0.1278 -0.1725 0.154 0.159 -0.827
P 0.6396 0.0364 -0.2111 0.136 1.851 1.093
S -2.0234 -0.2484 1.6027 0.320 0.286 1.833
H -1.3024 3.6659 -0.3685 -1.793 0.270 -1.241
H -0.8570 2.5295 1.0551 -1.270 0.205 -0.048
H -0.2950 4.2446 1.0185 -0.843 -1.449 -1.176
H 1.8297 -2.5682 -0.0374 0.388 -0.346 -0.125
H 3.6056 -2.4247 -0.4967 -0.963 -0.502 0.651
H 3.0828 -3.0877 1.0863 0.451 -0.873 1.170
H -1.4010 -2.2518 -0.5434 -0.924 -1.068 0.254
H -2.6277 -2.9113 0.6276 -0.083 -2.085 2.880
H -3.1724 -2.5307 -0.8861 -0.136 0.560 -0.203
H -2.5760 0.8912 -0.8178 0.611 1.208 0.221
H -2.0574 -0.4542 -1.6870 0.572 -0.636 -1.341
H -3.8357 -0.0566 -1.3162 0.380 -1.135 0.326
H 1.1775 2.5576 0.7830 0.876 0.158 -1.128
H 1.2454 3.3832 -0.9565 -0.330 -0.371 1.147
H 3.8393 -0.4147 0.9825 -1.744 -1.338 0.146
H 2.1021 -0.9655 1.7147 1.634 0.629 -0.918

---

15
Properties=species:S:1:pos:R:3:forces:R:3 method="wB97M-V/def2-TZVPD" homo_lumo_gap_ha=0.292 homo_ev=-9.5 spin_multiplicity=1 de_lowest_kcal_mol=184.8 largest_force_ev_per_a=5.57
C -0.9320 -0.4106 -1.2899 0.241 -0.370 2.169
C -1.1007 -0.9544 -0.0976 3.714 3.035 1.987
C 0.1081 0.6590 -1.1534 -0.488 0.131 0.742
C 1.8553 1.4161 0.3505 1.504 -0.946 -2.455
N 0.0887 -0.0100 1.1108 -4.453 -2.848 -1.757
N 0.5790 0.8619 0.1117 -3.211 -0.920 0.951
N -1.6656 -2.0265 0.5956 -0.929 -2.632 0.286
O -1.8225 -3.0560 -0.0621 0.033 0.837 0.066
O 0.5095 1.3030 -2.0620 0.900 1.058 -2.273
O -1.9014 -1.9560 1.7906 0.161 0.797 -0.582
H -1.3537 -0.6185 -2.2465 -0.277 -0.212 -0.320
H 2.6325 0.7383 -0.1779 -0.821 1.428 0.947
H 1.9133 2.4535 0.0420 0.075 -0.011 -0.353
H 1.9284 1.3762 1.3733 0.902 -0.062 2.429
H -0.8389 0.2241 1.7150 2.649 0.714 -1.837

---

135
Properties=species:S:1:pos:R:3:forces:R:3 method="wB97M-V/def2-TZVPD" homo_lumo_gap_ha="0.126 / 0.295" homo_ev="-1.5 / -6.1" spin_multiplicity=2 total_charge=-1 largest_force_ev_per_a=5.70
Zn -5.5016 19.0978 -28.3119 -0.214 -0.596 -0.733
N -3.9732 20.1564 -27.9792 -0.218 1.716 -0.353
S -2.4564 20.0597 -27.5080 2.239 1.858 -0.115
O -1.8078 21.1022 -26.6671 -0.182 -1.833 -0.349
O -1.6306 19.2933 -28.4485 -0.444 0.621 1.026
F -2.8408 19.0397 -26.4326 0.329 -2.505 2.264
S -3.7070 21.7700 -28.4721 1.078 0.123 0.519
O -2.6338 22.0414 -29.3936 0.525 0.704 -2.275
O -4.2396 22.9158 -27.7412 -0.884 -0.339 0.054
F -4.9050 21.4997 -29.5224 -1.211 0.815 -0.905
C -9.3572 18.9910 -29.0419 -0.282 -0.722 0.642
C -7.9318 18.9648 -28.6424 1.386 -0.711 -2.022
O -7.2489 17.9262 -28.5331 -0.626 -2.756 0.527
O -7.2767 20.0045 -28.6342 -0.141 3.653 0.535
H -9.6077 18.1292 -29.6606 0.182 0.165 -0.227
H -9.5740 19.9482 -29.5160 -0.330 -0.203 0.330
H -9.8539 18.7730 -28.0964 -0.789 0.561 -0.022
C 5.7680 24.6218 -24.5803 -1.037 0.946 0.002
O 4.4773 24.5517 -25.1515 -1.375 0.122 0.245
C 3.6300 23.6608 -24.4427 -0.847 -0.865 -1.218
C 2.1466 23.4828 -24.9132 1.235 0.672 -1.456
O 2.1751 23.4429 -26.3636 1.154 1.080 1.605
C 0.9463 23.5377 -27.0223 -1.288 -1.582 0.822
C 1.0745 23.7233 -28.4886 0.949 -2.084 -1.657
O 1.0333 22.4290 -29.2351 0.048 1.324 0.663
C 1.8877 21.3850 -28.7339 -0.530 0.743 -0.980
H 6.4839 24.0766 -25.1954 0.202 0.069 0.195
H 5.7491 24.3021 -23.5384 0.262 -0.346 0.017
H 5.8995 25.7036 -24.5570 1.057 -0.037 -0.088
H 3.5617 23.8910 -23.3794 0.415 -0.093 0.241
H 4.0533 22.6837 -24.6754 0.098 -0.436 0.782
H 1.4371 24.2220 -24.5414 0.137 0.528 -0.195
H 1.8431 22.5475 -24.4430 -0.165 -0.428 -0.300
H 0.2116 24.2548 -26.6562 0.383 0.547 0.651
H 0.5196 22.5585 -26.8051 -0.982 -0.054 -0.517
H 2.0406 24.1566 -28.7475 0.185 0.334 0.225
H 0.2981 24.3559 -28.9188 -0.152 -0.358 0.077
H 1.3088 20.7091 -28.1045 0.251 0.093 0.396
H 2.8000 21.7880 -28.2942 -0.116 -0.074 0.448
H 2.1928 20.8372 -29.6255 -0.024 -0.199 -0.035
C -1.2717 25.3531 -23.3357 0.164 -0.703 0.552
O -2.2907 26.2661 -23.6053 -0.051 0.742 -0.724
C -2.0243 26.8623 -24.8560 0.347 0.714 -1.168
C -3.2204 27.5102 -25.4700 -1.786 -0.216 1.613
O -4.2465 26.5798 -25.8048 0.298 -0.035 1.094
C -4.2597 26.1069 -27.1093 -1.157 1.517 -1.360
C -5.0012 27.1639 -27.9529 0.528 -1.396 -2.242
O -4.6539 26.9056 -29.3627 1.211 3.757 1.825
C -5.1865 25.8560 -30.0411 -0.142 -1.427 0.692
H -1.4779 24.8390 -22.3969 -0.369 -0.164 -0.181
H -0.2934 25.8058 -23.1742 0.223 0.407 -0.320
H -1.2269 24.6604 -24.1761 0.304 -0.431 0.179
H -1.5861 26.1873 -25.5911 0.035 -0.648 0.157
H -1.3178 27.6914 -24.8170 0.588 0.084 0.655
H -3.0270 28.3116 -26.1831 0.352 -0.518 -0.665
H -3.6606 28.0590 -24.6374 -0.223 0.209 0.185
H -4.9106 25.2409 -27.2291 0.747 -0.532 0.625
H -3.2721 25.9688 -27.5495 0.107 -0.348 0.102
H -4.7409 28.1969 -27.7220 0.286 -0.089 -0.183
H -6.0798 27.0610 -27.8344 -0.216 -0.032 0.121
H -4.8423 24.9549 -29.5335 -0.404 -0.723 -0.311
H -4.7518 25.8470 -31.0406 -0.471 0.071 -0.082
H -6.2722 25.9384 -29.9914 -0.332 -0.381 -0.573
C -2.3715 16.2760 -29.9429 1.030 0.972 0.149
O -2.5550 15.6499 -28.6898 -2.141 -0.971 1.192
C -3.5526 16.1252 -27.9172 -0.978 3.409 1.163
O -4.2459 17.1938 -28.0995 2.624 -5.051 0.230
O -3.5584 15.3772 -26.7720 0.004 0.016 -0.550
C -4.3519 15.8304 -25.6249 -0.951 0.639 -2.082
H -1.6452 17.0321 -29.6448 -0.432 0.845 -0.813
H -3.3180 16.6304 -30.3509 0.275 0.144 0.071
H -1.8299 15.6481 -30.6503 -0.431 -0.599 0.295
H -3.8755 16.7333 -25.2429 -0.165 -0.243 0.324
H -4.6433 15.0538 -24.9178 1.303 -0.348 -0.077
H -5.3265 16.0378 -26.0668 -0.112 0.797 0.112
C -7.6530 23.2386 -30.2380 1.378 0.558 -0.486
O -7.3044 22.2599 -31.2045 0.209 -1.914 -1.423
C -6.2483 22.3044 -32.0499 0.028 3.486 0.319
O -5.5144 23.3167 -32.1548 -1.633 -3.336 0.004
O -6.2772 21.1972 -32.8409 -0.968 1.204 2.012
C -5.4197 21.1888 -33.9398 1.550 -0.168 -0.272
H -6.8092 23.3148 -29.5522 -0.327 -0.035 0.455
H -8.5955 22.9293 -29.7862 0.339 -0.138 0.009
H -7.7568 24.2084 -30.7246 -0.167 0.069 -0.060
H -5.1473 20.1421 -34.0754 -0.125 0.047 -0.363
H -4.5006 21.7231 -33.6993 -0.119 0.070 -0.204
H -5.8730 21.6187 -34.8330 -0.142 -0.048 0.056
C 1.0215 17.3979 -27.2474 0.759 2.509 -0.315
O 0.2304 17.6019 -26.1137 -1.311 0.615 3.818
C 0.4292 18.6041 -25.1279 1.572 -0.323 -2.012
O 1.4007 19.3862 -25.1492 -3.419 -2.195 0.749
O -0.6174 18.4763 -24.2263 1.955 -1.220 -3.416
C -0.7118 19.4579 -23.2811 0.695 2.143 1.423
H 0.3649 17.7447 -28.0453 0.213 -0.663 -0.537
H 1.4973 16.4233 -27.3562 -0.636 -0.189 0.326
H 1.8124 18.1464 -27.1991 0.400 -0.046 -0.227
H -1.5971 19.2787 -22.6710 0.243 -0.063 -0.032
H -0.7491 20.4685 -23.6878 -0.543 -0.042 -0.483
H 0.2175 19.5100 -22.7139 -0.091 -0.356 0.635
C -4.9795 18.5358 -22.8908 -0.031 -0.024 1.985
O -5.0104 18.8997 -24.2351 0.640 0.265 -0.893
C -5.9798 18.6611 -25.0748 0.257 -0.727 -2.258
O -5.8372 18.8271 -26.2870 -1.002 -0.073 3.315
O -7.0404 18.1062 -24.4893 -0.103 0.310 -0.012
C -8.2415 17.9413 -25.2279 -1.093 -0.206 -0.684
H -3.9487 18.3004 -22.6262 0.046 0.191 -0.286
H -5.5736 17.6853 -22.5564 -0.264 -0.151 -0.763
H -5.2973 19.3724 -22.2686 0.095 0.177 -0.115
H -8.4769 18.7126 -25.9612 0.496 0.627 0.448
H -9.0348 17.8904 -24.4820 0.103 0.033 -0.064
H -8.2983 17.0598 -25.8666 0.639 -0.430 0.381
C -7.1058 17.4088 -32.1662 0.764 -0.287 1.237
O -5.7391 17.6946 -32.4719 2.313 1.083 -0.156
C -4.8554 18.4222 -31.6541 -4.401 0.781 3.364
O -5.1781 18.9532 -30.5459 0.847 -2.065 -3.795
O -3.7077 18.4890 -32.1967 -1.565 -2.479 -4.389
C -2.6917 19.1572 -31.6281 1.737 2.108 3.291
H -7.6314 17.0162 -33.0366 0.390 0.714 -0.441
H -7.5652 18.2888 -31.7157 -0.225 -0.260 0.020
H -7.0646 16.5367 -31.5136 -0.402 0.318 0.637
H -2.4844 18.5575 -30.7419 0.623 1.040 0.386
H -3.0736 20.1474 -31.3793 0.361 0.134 0.647
H -1.7669 19.3352 -32.1769 -0.525 -0.730 -0.858
C -1.6726 23.6641 -32.4207 0.428 -1.055 -1.257
C -1.8966 22.6460 -33.4896 -0.095 2.615 3.067
N -2.1364 21.9185 -34.3138 -0.392 -2.156 -2.382
H -0.6250 23.4874 -32.1772 0.005 0.518 0.503
H -2.3127 23.5151 -31.5511 -0.014 -0.143 -0.094
H -1.8200 24.6266 -32.9106 0.074 0.097 0.352
C -4.6477 23.1430 -24.7717 0.297 -0.825 1.820
C -4.0950 22.4641 -23.5227 0.527 -0.832 2.546
N -3.7470 21.9795 -22.4953 -1.164 1.615 -3.756
H -5.3476 23.9076 -24.4348 0.222 0.199 0.065
H -5.2488 22.3993 -25.2948 0.515 0.065 -0.440
H -3.8295 23.5858 -25.3397 -0.302 -0.335 -0.216

---

13
Properties=species:S:1:pos:R:3:forces:R:3 method="wB97M-V/def2-TZVPD" homo_lumo_gap_ha=0.275 homo_ev=-8.3 spin_multiplicity=1 de_lowest_kcal_mol=24.8 largest_force_ev_per_a=3.91
C 0.2413 -0.0556 1.7069 0.578 -1.619 0.563
C -0.7668 0.0575 0.8444 -0.126 -0.773 0.478
O -0.5118 0.5668 -0.4270 0.610 -0.239 -0.890
C -1.2605 0.2293 -1.4796 -0.582 -1.322 1.366
O -2.3054 -0.3571 -1.4501 0.231 0.562 -0.329
O -0.5578 0.5777 -2.5538 0.229 1.029 -1.051
H -0.0743 -0.1351 2.7500 0.002 -0.748 -0.294
H -1.7240 -0.4636 0.9010 -0.348 1.177 0.455
H -1.1536 0.7874 -3.2864 -0.041 -0.428 -0.033
O 2.2519 -1.4196 2.3517 -1.600 -0.192 -1.081
O 2.2737 -0.3875 0.3604 0.008 -0.846 -1.078
C 1.7488 -0.8295 1.4000 0.823 3.253 2.008
K 1.8385 1.4293 -1.1176 0.216 0.147 -0.114